Molecular formula: C21H35MoNOP2S
Method: DFT, ωB97M-V/def2-TZVPD

Each line ends with the Mulliken spin population.
Atoms and positions in Å:
Mo -0.649 -0.474 -0.809  1.5930
P 1.595 -0.037 -1.483  -0.0515
P -2.010 1.305 -0.054  -0.0617
N -1.349 -0.684 -2.412  0.1369
H 3.064 1.481 2.666  0.0014
C 2.483 -1.648 -1.366  0.0234
H 3.551 -1.493 -1.566  0.0022
H 2.078 -2.340 -2.112  -0.0010
H 2.353 -2.092 -0.373  -0.0075
C 2.707 1.144 -0.661  0.0367
H 3.745 0.927 -0.953  0.0009
H 2.595 1.109 0.432  -0.0217
H 2.455 2.155 -1.002  -0.0022
C 1.762 0.377 -3.247  0.0355
H 2.832 0.414 -3.538  -0.0005
H 1.311 1.366 -3.445  -0.0021
H 1.251 -0.369 -3.882  0.0001
C -3.510 0.558 0.694  0.0132
H -4.319 1.297 0.661  0.0012
H -3.336 0.260 1.731  -0.0033
H -3.816 -0.330 0.133  0.0012
C -1.339 2.426 1.208  0.0373
H -2.081 2.575 2.003  0.0080
H -1.118 3.389 0.732  0.0019
H -0.416 2.034 1.648  -0.0165
C -2.728 2.418 -1.302  0.0210
H -3.723 2.735 -0.970  0.0005
H -2.822 1.916 -2.269  0.0050
H -2.084 3.294 -1.418  -0.0007
C -1.722 -0.516 -3.726  -0.0864
C -2.429 -1.449 -5.848  -0.0281
C -2.138 -1.625 -4.497  0.0513
C -1.624 0.766 -4.328  0.0731
C -1.932 0.926 -5.679  -0.0217
C -2.335 -0.180 -6.434  0.0477
H -2.734 -2.310 -6.443  -0.0015
H -2.179 -2.594 -4.000  0.0015
H -1.264 1.604 -3.720  0.0342
H -1.854 1.918 -6.127  -0.0013
H -2.573 -0.050 -7.491  0.0037
C 2.529 0.721 3.170  -0.0114
O 1.734 1.481 2.483  -0.0127
C 2.909 -0.643 2.635  -0.0104
H 2.862 -1.395 3.430  -0.0005
H 3.946 -0.605 2.264  -0.0004
H 2.256 -0.947 1.802  0.0213
C 2.713 0.941 4.659  -0.0030
H 2.324 0.093 5.233  0.0013
H 2.197 1.861 4.952  -0.0007
H 3.785 1.067 4.877  -0.0010
S -0.834 -2.268 0.589  0.1324
C -0.514 -2.048 2.340  -0.0136
C 0.198 -3.044 3.038  0.0215
C 0.483 -2.873 4.394  -0.0005
C 0.059 -1.719 5.063  0.0099
C -0.663 -0.741 4.374  -0.0067
C -0.964 -0.916 3.025  0.0324
H 0.519 -3.929 2.490  -0.0024
H 1.038 -3.641 4.931  -0.0001
H 0.280 -1.590 6.121  -0.0005
H -1.004 0.158 4.889  -0.0003
H -1.552 -0.167 2.489  0.0223

Output
* spin multiplicity: 3
* M: 507.47 g/mol
* HOMO (alpha / beta): -4.555 / -4.684 eV
* max |F|: 9.1 eV/Å
* gap between HOMO and LUMO (alpha / beta): 3.67 / 3.21 eV
* expectation value of S²: 2.064